1.
The following is a DFT calculation (ωB97M-V/def2-TZVPD) of a cluster of 14 separate species, C23H39Cl26F3N2O4 in total in a non-equilibrium geometry.

Structure (XYZ):
```
97
Properties=species:S:1:pos:R:3:forces:R:3
N -0.083421 0.607737 0.163059 -5.0 -0.6 -1.3
C -1.438970 0.416833 0.046388 3.8 0.7 1.0
C -2.281428 0.109313 1.456791 1.2 -0.9 -0.8
C -2.894658 1.469175 2.134906 -2.8 -0.8 -1.2
C -4.558911 1.311102 2.142440 0.2 0.5 0.0
N -5.109908 1.112723 0.723634 -0.6 -0.6 1.3
O -2.722030 2.587303 1.154985 3.6 1.1 2.1
C -1.603849 3.416407 1.632915 1.2 -0.1 -2.5
O -0.759219 4.065896 0.827765 -5.7 -3.9 6.1
O -1.668446 3.262476 3.095541 1.0 0.2 -2.8
C -2.332194 2.005842 3.578027 1.2 1.7 -1.0
O -3.335106 2.577706 4.515888 0.8 -2.6 -1.0
C -1.086271 1.242583 4.322580 0.1 0.2 1.0
C -1.535760 0.090038 5.409823 0.5 -0.6 -1.1
C -2.116513 -1.291619 4.745546 2.1 -3.2 -0.3
F -3.418226 -1.348649 4.036614 3.1 0.2 3.1
C -1.347086 -2.594223 4.854998 -1.7 1.6 0.0
F -2.010018 -3.831532 5.409618 2.7 3.7 -2.9
F 0.090569 -2.717934 4.424743 -4.9 0.2 2.5
H 0.348824 0.802013 -0.789393 -0.9 -0.3 1.4
H -1.935911 0.485888 -1.011377 0.5 -0.2 2.2
H -3.119718 -0.704905 1.212253 1.8 2.3 0.7
H -1.501085 -0.463571 2.150842 -1.7 1.5 -1.4
H -5.048297 2.321226 2.547230 2.0 -2.7 -1.5
H -4.856116 0.420469 2.849452 0.7 1.7 -1.1
H -6.165910 1.232361 0.754970 1.8 -0.1 0.1
H -4.971578 0.130903 0.396549 0.0 1.1 0.5
H -3.889287 1.844977 4.929326 1.2 1.1 -0.9
H -0.517849 2.077070 4.954625 -1.5 -1.6 -1.4
H -0.261734 0.818517 3.576258 -2.2 0.9 1.4
H -0.554286 -0.203897 6.015591 -2.2 0.4 -1.4
H -2.318024 0.453465 6.205883 1.4 -0.6 -1.7
C 3.330097 0.372681 -2.613246 0.5 0.0 -0.1
Cl 3.747570 0.749110 -0.937199 0.1 -0.5 -0.1
Cl 1.580391 0.423274 -2.859685 0.0 0.0 -0.3
H 3.803500 1.105762 -3.270977 -0.2 -0.1 0.2
H 3.694581 -0.628958 -2.854260 -0.2 0.2 0.1
C -3.068266 -3.604000 0.491197 0.4 -0.2 -0.2
Cl -2.249727 -3.314051 2.031015 0.1 -0.3 -0.2
Cl -4.387908 -2.453736 0.245847 -0.3 -0.3 -0.2
H -2.345916 -3.495593 -0.321567 -0.2 0.2 0.2
H -3.475389 -4.618134 0.490197 0.2 0.9 0.2
C -7.889172 3.072663 3.189251 -0.3 0.3 0.1
Cl -8.622520 1.677457 2.388802 -0.1 0.0 0.0
Cl -6.394152 2.618507 4.015942 -1.2 0.7 1.2
H -7.663815 3.835041 2.439502 0.1 -0.3 0.2
H -8.593701 3.473058 3.922422 0.2 -0.2 -0.2
C -4.209665 -7.599600 1.692086 0.2 -0.3 0.2
Cl -5.497734 -7.232136 2.845759 0.1 -0.1 0.0
Cl -4.288340 -6.528165 0.288305 -0.3 -0.8 -0.1
H -3.243036 -7.470005 2.184997 -0.3 0.1 -0.1
H -4.317044 -8.634083 1.356625 -0.1 0.3 0.0
C 2.303432 5.030873 -0.935247 -0.2 0.2 0.5
Cl 3.619435 3.893994 -0.617822 0.0 0.3 -0.1
Cl 2.192740 5.410782 -2.658087 -0.1 0.1 -0.1
H 1.361167 4.584633 -0.607935 0.2 0.0 -0.1
H 2.487978 5.953024 -0.378651 0.0 -0.2 -0.2
C 0.022598 -1.256458 -5.912198 -0.1 0.4 0.1
Cl 0.747430 -2.344716 -7.101915 0.1 0.2 -0.1
Cl -0.538564 -2.148482 -4.492989 0.0 0.1 0.0
H 0.769874 -0.523181 -5.599132 -0.1 -0.3 0.0
H -0.827556 -0.744568 -6.369830 0.2 -0.3 0.1
C 4.482704 3.798998 2.955034 0.1 -0.1 -0.4
Cl 4.900176 4.175426 4.631081 0.1 0.1 0.0
Cl 2.732999 3.849591 2.708594 0.0 0.0 0.1
H 4.956107 4.532079 2.297302 -0.2 -0.1 0.2
H 4.847188 2.797358 2.714020 -0.2 0.2 0.2
C 6.220316 1.925257 7.310181 -0.1 0.4 -0.1
Cl 7.622796 1.157635 6.555913 0.0 0.1 -0.1
Cl 5.322439 0.772313 8.304817 -0.1 0.1 0.0
H 6.562348 2.749104 7.941384 0.0 -0.3 -0.1
H 5.561145 2.309067 6.527621 0.2 -0.2 0.2
C 5.463415 7.206273 -3.389875 -0.4 0.1 -0.1
Cl 6.135940 6.630697 -1.859667 -0.1 0.0 0.1
Cl 6.707268 7.279748 -4.643747 -0.1 0.0 -0.1
H 4.674115 6.522251 -3.711196 0.3 0.1 0.1
H 5.047671 8.206035 -3.242051 0.2 -0.2 0.0
C 7.761221 9.776794 -0.216145 -0.1 -0.2 -0.3
Cl 9.171956 9.383434 0.773909 0.0 -0.1 -0.1
Cl 6.662614 10.861696 0.644559 -0.1 0.0 -0.1
H 8.096210 10.264838 -1.134689 0.0 0.0 0.3
H 7.230145 8.853716 -0.461311 0.1 0.3 0.2
C 0.471740 -5.815832 -7.280318 0.1 0.3 0.1
Cl 0.647273 -6.727034 -8.784983 0.1 0.0 -0.1
Cl -0.558811 -6.677590 -6.131362 0.0 0.1 0.1
H 1.458952 -5.671862 -6.834433 -0.3 -0.2 -0.1
H 0.022201 -4.844938 -7.502797 0.0 -0.4 0.0
C 0.819608 -9.213260 -11.933637 -0.2 0.1 0.3
Cl 2.135610 -10.350138 -11.616212 0.0 0.0 0.1
Cl 0.708916 -8.833351 -13.656477 -0.1 0.1 0.0
H -0.122658 -9.659500 -11.606326 0.3 0.0 -0.2
H 1.004153 -8.291109 -11.377041 0.1 -0.2 -0.2
C -0.630081 -7.704761 -1.243829 0.3 -0.2 0.1
Cl -1.115582 -6.005735 -1.295958 0.2 0.1 0.0
Cl -1.872067 -8.743260 -1.953584 0.1 -0.1 0.0
H 0.299301 -7.826520 -1.805568 -0.3 0.1 0.1
H -0.473195 -7.998107 -0.202891 -0.2 0.1 -0.3
```
Forces are in eV/Å.

Summary:
Gap between HOMO and LUMO: 8.38 eV
Energy: -13574.40862 Eh
M: 1386.35 g mol⁻¹

=====

2.
The following is a DFT calculation (ωB97M-V/def2-TZVPD) of an isolated molecule of C22H26BrN3O3 in a non-equilibrium geometry.

Structure (XYZ):
```
55
Properties=species:S:1:pos:R:3:forces:R:3
C 0.541079 0.217147 2.079085 -0.1 -0.2 0.1
H 0.338179 -0.406536 1.203477 0.0 0.0 0.0
O 1.272523 1.367612 1.732362 -0.1 0.6 -0.2
C 0.773628 2.189698 0.754797 0.1 -0.1 0.2
C -0.503210 2.055475 0.239993 0.0 0.1 -0.1
C -1.004713 2.923006 -0.733207 0.8 0.1 0.3
C -0.189620 3.951914 -1.198044 -0.3 -0.3 0.1
C 1.088514 4.086600 -0.703456 0.3 -0.2 0.3
C 1.600004 3.222971 0.263957 -0.3 0.1 -0.2
O 2.879235 3.506140 0.634964 -0.2 0.1 -0.1
C 3.636777 2.620862 1.430319 0.4 -0.2 0.4
C 3.825140 1.250251 0.831638 0.1 0.1 -0.1
C 3.681560 1.038309 -0.532848 0.1 0.1 0.1
C 3.832624 -0.227778 -1.070442 0.0 -0.2 0.0
C 4.143534 -1.282586 -0.232135 0.0 -0.2 -0.1
C 4.310969 -1.090643 1.129286 0.0 -0.1 0.0
C 4.148067 0.176909 1.653924 0.0 0.2 -0.2
H 4.266026 0.334083 2.715693 0.0 0.0 0.2
H 4.558861 -1.923820 1.768967 0.0 -0.1 0.0
Br 4.342507 -3.033934 -0.960215 0.0 0.2 0.1
H 3.710274 -0.390615 -2.130221 0.0 0.0 -0.1
H 3.443776 1.865453 -1.184757 0.0 0.1 0.0
H 4.610854 3.118687 1.516204 -0.2 -0.1 0.0
H 3.205853 2.530738 2.433838 0.1 0.0 -0.2
H 1.739527 4.871311 -1.055584 0.1 0.1 0.0
H -0.553198 4.638659 -1.947046 -0.1 0.1 -0.1
C -2.346450 2.759133 -1.239393 -0.9 -0.2 -0.3
N -3.105474 1.822445 -0.824480 0.7 0.0 0.3
N -4.345578 1.705324 -1.314657 -0.4 0.8 -0.8
C -5.222832 0.731584 -0.906868 0.2 0.0 0.1
O -6.331182 0.684107 -1.384873 -0.1 0.0 0.0
C -4.630551 -0.204970 0.127826 -0.2 -0.3 0.1
N -5.601693 -1.129451 0.662959 -0.1 0.3 -0.1
C -6.047433 -2.147037 -0.271714 0.1 -0.1 -0.3
C -5.015730 -3.258015 -0.507182 -0.2 0.0 0.2
C -4.619752 -3.890224 0.825308 0.3 0.1 -0.1
C -4.134203 -2.808336 1.787303 -0.3 0.0 0.1
C -5.213464 -1.726131 1.925033 0.3 0.0 0.1
H -4.877059 -0.934641 2.600060 -0.1 0.0 0.0
H -6.113453 -2.176212 2.356283 0.0 0.0 0.1
H -3.211954 -2.362549 1.406522 0.1 0.0 0.0
H -3.919224 -3.238444 2.767208 0.1 0.0 0.0
H -3.841109 -4.641774 0.674016 -0.1 -0.1 0.0
H -5.489738 -4.390165 1.258489 0.0 -0.1 0.0
H -4.129036 -2.846349 -0.995443 0.0 0.0 -0.1
H -5.440637 -4.010458 -1.173108 0.0 0.0 -0.1
H -6.313458 -1.659026 -1.208794 -0.1 -0.1 0.1
H -6.957024 -2.587480 0.148136 0.0 0.0 -0.1
H -4.251321 0.418283 0.942202 0.1 -0.1 -0.1
H -3.754985 -0.683852 -0.345604 0.0 0.1 0.1
H -4.685065 2.370200 -2.015678 0.0 -0.3 0.2
H -2.683856 3.478723 -1.994902 -0.1 -0.1 0.0
H -1.161345 1.277256 0.586586 0.0 -0.1 0.1
H 1.176604 -0.331774 2.772571 -0.1 0.0 0.0
H -0.400463 0.471623 2.575235 0.0 0.0 0.0
```
Forces are in eV/Å.

Summary:
Gap between HOMO and LUMO: 8.30 eV
SMILES string: COc1cc(/C=N/NC(=O)CN2CCCCC2)ccc1OCc1ccc(Br)cc1
Energy: -3817.88808 Eh
M: 460.37 g mol⁻¹

=====

Which formula does entry 1 have?
C23H39Cl26F3N2O4